(1)
Formula: C9H15F2N3
Source: the Open Molecules 2025 dataset
Level of theory: ωB97M-V/def2-TZVPD

Calculated values
Charge   0
E   -19476.5956 eV
E_LUMO (alpha / beta)   0.5 / 0.5 eV

Last column: Löwdin charge in e.
Positions of all 29 atoms, in Å:
C  0.4699  -2.0230  -0.4631  -0.24
C  1.0887  -0.7025  1.7425  -0.02
C  0.2349  -0.9335  0.4365  -0.21
C  0.0750  0.2379  -0.5369  -0.29
C  0.3828  -1.3805  2.9202  -0.40
C  -1.9171  1.0245  0.4557  -0.09
C  -1.9705  -0.1924  -1.5506  -0.10
C  2.3486  0.4108  -0.9567  -0.03
C  0.6783  2.0163  -1.9737  0.02
N  0.7795  -2.8472  -1.1921  0.18
N  -1.2336  0.7821  -0.7985  -0.22
N  1.0819  0.8054  -1.1806  -0.15
F  0.1682  -2.7127  2.7626  0.08
F  1.1886  -1.2636  3.9841  0.07
H  2.0030  -1.1065  1.6374  0.08
H  1.1989  0.2676  1.9819  0.10
H  -0.7916  -1.1725  0.6717  0.11
H  -2.8738  1.4820  0.3721  0.07
H  -2.2427  0.0850  0.9420  0.09
H  -1.4559  1.8063  1.0934  0.11
H  -3.0233  0.0495  -1.4705  0.07
H  -1.8600  -0.1347  -2.7136  0.13
H  -1.8558  -1.2544  -1.2566  0.09
H  -0.5059  -0.8202  3.0823  0.14
H  2.6927  -0.5645  -0.6083  0.06
H  3.1514  1.1416  -1.0552  0.05
H  0.9646  1.7981  -2.9538  0.07
H  -0.3223  2.4838  -1.7443  0.11
H  1.5457  2.7171  -1.6278  0.12

Forces on atoms 1 to 3 (eV/Å):
C 1.84 -0.83 0.59
C -3.71 -3.57 -1.34
C -0.68 1.76 -0.63

(2)
Formula: C36H108N4O20
Source: the Open Molecules 2025 dataset
Level of theory: ωB97M-V/def2-TZVPD

Calculated values
Charge   -1
E   -85989.4074 eV
E_LUMO (alpha / beta)   1.8 / 1.8 eV
Multiplicity   2
Expectation value of S²   0.75

Last column: Mulliken spin population.
Positions of all 168 atoms, in Å:
O  -3.0801  -1.8596  -6.2240  -0.19
H  -4.0157  -1.8643  -6.0216  0.15
H  -3.0415  -1.8133  -7.1793  0.02
O  -5.5929  -1.3296  -5.3021  -0.13
H  -5.5160  -1.3505  -4.3482  0.05
H  -6.3983  -0.8393  -5.4672  0.00
O  4.1290  -0.3483  -5.7369  0.01
H  4.3481  0.2329  -6.4652  0.00
H  3.1934  -0.5215  -5.8412  0.01
O  1.8433  -1.1202  -6.3941  0.03
H  1.8118  -1.3078  -7.3323  0.00
H  1.0014  -1.4291  -6.0593  0.04
O  -3.6668  -5.8168  -0.5812  -0.29
H  -4.2162  -6.5912  -0.7017  0.11
H  -3.3782  -5.5875  -1.4646  0.14
O  -0.4556  -2.3862  -5.7967  -0.16
H  -1.4001  -2.2314  -5.7803  0.17
H  -0.3271  -3.1463  -5.2292  0.09
O  4.8465  0.2331  -3.0074  0.00
H  5.3874  -0.5153  -3.2595  0.00
H  4.2779  0.3835  -3.7626  0.00
O  -5.1590  -5.0393  -3.6463  -1.04
H  -5.8405  -5.7026  -3.7550  0.22
H  -4.5692  -5.1775  -4.3874  0.33
O  -1.4191  0.8658  -6.2639  0.00
H  -1.7911  0.7407  -5.3909  0.02
H  -1.1667  -0.0136  -6.5455  0.01
O  0.3713  -4.7108  -3.8888  -0.03
H  1.2513  -4.8332  -4.2451  -0.02
H  0.4412  -3.9297  -3.3399  0.03
O  -1.5661  -6.4784  -2.6483  -0.17
H  -0.8269  -5.9779  -2.9938  0.08
H  -1.2911  -6.7362  -1.7685  0.01
O  2.7003  -4.5194  -0.1978  0.02
H  3.1608  -5.3561  -0.2617  0.00
H  1.8970  -4.6483  -0.7020  0.01
O  2.5558  -4.3990  -6.3240  -0.01
H  2.2360  -3.5056  -6.4496  0.02
H  2.2144  -4.8840  -7.0753  -0.01
O  -6.2593  -2.9295  -2.5082  0.05
H  -5.8514  -3.6801  -2.9400  0.23
H  -5.9245  -2.9570  -1.6119  0.03
O  -0.1785  -3.2084  2.0314  0.02
H  -0.9266  -3.8045  2.0660  0.01
H  -0.4007  -2.5084  2.6453  0.01
O  -2.1239  -4.8916  1.3486  0.01
H  -2.8672  -5.1675  0.8123  0.12
H  -1.7614  -5.7073  1.6942  -0.01
C  -2.0913  -1.4622  -0.6575  0.27
C  -1.7429  -1.9483  -1.9901  -3.79
C  -2.1323  -0.6997  -2.8771  0.39
C  -1.0604  0.4700  -2.8015  0.12
C  0.3565  -0.0845  -3.0800  0.08
C  0.7998  -1.2347  -2.1875  -0.12
N  -0.3021  -2.2579  -2.0849  0.66
O  0.0279  -3.3751  -1.2546  0.01
C  2.0072  -1.8089  -2.9087  0.05
C  1.2501  -0.6636  -0.8032  0.00
C  -2.6423  -3.1138  -2.4114  2.92
H  -1.7301  -2.1971  0.0619  -0.01
H  -3.1595  -1.3232  -0.4913  0.11
H  -1.6517  -0.5194  -0.3320  0.21
H  -2.0636  -1.1086  -3.8851  0.07
H  -3.1589  -0.4074  -2.6564  0.12
H  -1.2288  0.9165  -1.8215  -0.07
H  -1.4557  1.2623  -3.4372  0.00
H  1.0739  0.7361  -3.0676  -0.01
H  0.3478  -0.4615  -4.1027  0.04
H  1.7460  -2.3790  -3.8002  -0.01
H  2.8618  -1.1581  -3.0940  0.01
H  2.6201  -2.3679  -2.2015  0.00
H  0.3783  -0.2451  -0.3004  0.04
H  1.7049  -1.4279  -0.1730  -0.01
H  1.9918  0.1011  -1.0340  0.00
H  -3.6576  -2.7631  -2.5969  0.40
H  -2.5506  -3.8983  -1.6602  -0.30
H  -2.3569  -3.5745  -3.3571  -0.21
H  -0.0855  -3.0327  -0.3650  0.00
C  5.0129  -3.7034  3.8125  0.00
C  4.4162  -2.3092  4.0153  -0.01
C  2.9896  -2.4899  4.6617  0.00
C  2.4179  -1.2186  5.4181  0.00
C  3.5350  -0.7993  6.3939  0.00
C  4.8880  -0.3946  5.6843  0.00
N  5.3585  -1.5207  4.8577  0.00
O  6.6851  -1.3366  4.3378  0.00
C  4.8386  0.9654  4.8936  0.00
C  5.9126  -0.1896  6.8297  0.00
C  4.2649  -1.6158  2.6570  0.01
H  5.9833  -3.6072  3.3254  0.00
H  4.4144  -4.4402  3.2767  0.00
H  5.3157  -4.2266  4.7195  0.00
H  2.1845  -2.7468  3.9733  0.00
H  3.0708  -3.3772  5.2896  0.00
H  1.5452  -1.4113  6.0421  0.00
H  2.2626  -0.3911  4.7258  0.00
H  3.7357  -1.6004  7.1053  0.00
H  3.1620  -0.0168  7.0547  0.00
H  4.4524  1.6842  5.6163  0.00
H  5.8444  1.2842  4.6203  0.00
H  4.1979  0.9444  4.0120  0.00
H  5.6352  0.4937  7.6324  0.00
H  6.1714  -1.1916  7.1719  0.00
H  6.8450  0.2540  6.4806  0.00
H  3.5105  -2.1304  2.0620  0.00
H  5.1558  -1.7677  2.0477  0.00
H  4.0366  -0.5535  2.5705  0.00
H  7.0629  -1.9720  4.9503  0.00
C  2.7624  4.9224  0.9463  0.00
C  2.3029  4.7891  -0.5295  0.00
C  1.4126  3.4727  -0.7239  0.00
C  -0.0624  3.5859  -0.2434  -0.01
C  -0.7679  4.9112  -0.6602  0.00
C  0.0737  6.1705  -0.3519  0.00
N  1.5154  6.0188  -0.9349  0.00
O  2.3181  7.1647  -0.7518  0.00
C  -0.6351  7.3221  -1.0846  0.00
C  -0.1030  6.4748  1.2198  0.00
C  3.5180  4.6503  -1.4707  0.00
H  1.9856  4.5631  1.6214  0.00
H  3.1488  5.8882  1.2720  0.00
H  3.5655  4.1902  1.0293  0.00
H  1.4921  3.0788  -1.7372  0.00
H  1.9090  2.6530  -0.2046  0.00
H  -0.0851  3.4573  0.8387  0.00
H  -0.7128  2.7526  -0.5093  -0.01
H  -1.7348  4.9451  -0.1580  0.00
H  -0.8972  4.8750  -1.7419  0.00
H  -1.6739  7.4130  -0.7674  0.00
H  -0.1744  8.2948  -0.9122  0.00
H  -0.5774  7.1695  -2.1623  0.00
H  -0.0409  5.5424  1.7809  0.00
H  0.7417  7.1205  1.4604  0.00
H  -0.9214  7.1587  1.4446  0.00
H  4.2807  5.3887  -1.2237  0.00
H  3.2199  4.8562  -2.4987  0.00
H  3.7794  3.6030  -1.3189  0.00
H  2.6232  7.1143  0.1571  0.00
C  -3.5913  3.1481  1.0656  0.02
C  -3.7776  1.8583  1.8967  -0.10
C  -2.4037  1.1767  2.0881  0.07
C  -1.5740  1.8805  3.1679  0.00
C  -2.4957  1.9242  4.4162  0.01
C  -3.8216  2.7062  4.2081  -0.01
N  -4.5865  2.0972  3.1008  0.01
O  -5.7929  2.7741  2.8779  0.00
C  -4.6007  2.4324  5.4598  0.00
C  -3.5204  4.2034  4.1854  0.00
C  -4.5408  0.7731  1.0927  0.06
H  -2.8608  2.9297  0.2866  0.00
H  -3.1934  4.0312  1.5655  0.01
H  -4.5096  3.3798  0.5261  -0.01
H  -2.5361  0.1398  2.3970  -0.02
H  -1.8330  1.1011  1.1625  0.00
H  -1.3099  2.9025  2.8962  0.00
H  -0.6657  1.3345  3.4232  0.00
H  -2.0308  2.4558  5.2465  0.00
H  -2.6508  0.8980  4.7493  0.00
H  -4.9978  1.4175  5.4397  0.00
H  -3.9955  2.4818  6.3650  0.00
H  -5.4983  3.0357  5.5949  0.00
H  -2.6451  4.4125  3.5703  0.00
H  -4.4181  4.6860  3.7987  0.00
H  -3.3765  4.7033  5.1432  0.00
H  -4.0411  0.2988  0.2481  -0.02
H  -5.5630  1.0414  0.8257  0.01
H  -4.6420  -0.1064  1.7286  0.01
H  -6.4471  2.1150  3.1212  0.00

Forces on atoms 1 to 3 (eV/Å):
O 0.90 -0.09 -0.19
H -0.82 0.16 0.40
H 0.00 -0.03 -0.33